The following is a DFT calculation (wB97M-V/def2-TZVPD) of an isolated molecule of C4H4N2O2.

Each line ends with the natural charge from an NBO analysis.
Positions of all 12 atoms, in Å:
C1 -0.180 -0.280 0.483  0.518
C2 -0.419 0.653 -0.415  -0.050
C3 0.669 -1.057 -1.439  0.224
C4 -0.630 1.953 -0.188  0.231
H1 0.226 -0.830 2.425  0.387
H2 -0.664 0.486 2.442  0.415
H3 0.792 -1.875 -2.195  0.203
H4 1.621 -0.539 -1.415  0.155
N1 -0.277 -0.017 1.805  -0.788
N2 -1.026 2.946 0.388  -0.310
O1 -0.227 0.045 -1.730  -0.499
O2 0.114 -1.484 -0.162  -0.485

Forces on the atoms, in the same order (eV/Å):
-0.8 0.6 0.3
1.5 -2.9 -4.1
-1.4 1.8 0.2
-3.2 7.2 3.6
-1.5 2.5 -2.2
-3.9 5.0 3.3
-1.2 0.6 0.8
0.7 -0.4 1.1
6.5 -10.2 -1.2
2.2 -4.2 -3.0
-0.2 0.0 -0.2
1.4 0.1 1.3

As for the energy relative to the best compared isomer or geometry (same formula, charge and spin): 102.9 kcal/mol. For the HOMO-LUMO gap, the calculation gives 0.3287 Eh. The HOMO energy is -8.362 eV. Its total energy is -11284.07615 eV. Its SMILES is N#CC1=C(N)OCO1. The net charge is 0.

The following is a DFT calculation (wB97M-V/def2-TZVPD) of an isolated molecule of C12H18.

Each line ends with the natural charge from an NBO analysis.
Positions of all 30 atoms, in Å:
C1 1.260 -1.068 -0.915  -0.428
C2 0.635 -2.149 -0.267  -0.479
C3 0.339 -1.632 1.073  -0.185
C4 -0.900 -1.107 1.209  -0.242
C5 -2.018 -1.356 0.238  -0.433
C6 -2.466 -0.042 -0.602  -0.476
C7 -2.364 1.106 0.067  -0.233
C8 -1.311 1.999 -0.066  -0.140
C9 0.221 1.801 -0.559  -0.482
C10 1.198 1.814 0.711  -0.455
C11 2.347 0.858 0.349  -0.203
C12 2.457 -0.235 -0.278  -0.189
H1 1.635 -1.382 -1.846  0.209
H2 0.588 -0.306 -1.045  0.205
H3 -0.084 -2.652 -0.899  0.221
H4 1.298 -2.879 0.002  0.211
H5 1.319 -1.157 1.643  0.231
H6 -0.699 -0.199 2.131  0.225
H7 -1.508 -1.947 -0.809  0.204
H8 -2.792 -2.171 0.882  0.224
H9 -1.438 -0.123 -0.933  0.222
H10 -3.128 -0.496 -1.432  0.244
H11 -3.342 1.619 0.515  0.205
H12 -1.412 2.948 0.810  0.191
H13 0.152 1.061 -1.512  0.233
H14 0.611 2.702 -1.173  0.228
H15 1.532 2.921 0.887  0.238
H16 0.920 1.203 1.594  0.241
H17 3.316 1.365 0.655  0.196
H18 3.636 -0.494 -0.428  0.217

Forces on the atoms, in the same order (eV/Å):
4.6 2.5 -1.2
0.3 -2.4 2.2
-1.0 2.6 0.7
2.9 2.7 3.4
-1.0 -3.4 -0.5
1.7 -8.5 -2.5
-1.9 9.4 2.2
0.4 1.4 3.7
-2.6 1.7 -1.7
0.4 -1.8 -1.8
2.0 6.5 2.2
2.1 -5.0 -2.4
0.4 -0.2 -1.6
-1.6 1.0 -0.6
-0.3 0.1 0.4
2.4 -2.5 -0.3
-2.9 -1.8 -1.2
-2.2 -2.7 -2.6
-2.2 1.0 3.8
1.6 2.6 -2.3
0.0 0.5 -1.9
0.4 1.8 1.4
2.2 -1.2 -0.4
0.3 -2.5 -3.0
0.7 1.4 2.9
-1.1 -0.9 1.2
-0.6 -2.4 0.0
-1.2 1.4 -0.1
-0.9 -0.9 -0.3
-3.2 -0.2 0.1

As for the energy relative to the best compared isomer or geometry (same formula, charge and spin): 241.5 kcal/mol. For the HOMO-LUMO gap, the calculation gives 0.3501 Eh. The HOMO energy is -8.700 eV. Its total energy is -12725.11325 eV. Its SMILES is C1=C\CC/C=C\CC/C=C\CC/1. The net charge is 0.

The following is a DFT calculation (wB97M-V/def2-TZVPD) of a structure of composition C4H4Br4.

Each line ends with the natural charge from an NBO analysis.
Positions of all 12 atoms, in Å:
C1 1.027 0.412 0.276  -0.155
C2 -1.456 -0.115 0.178  -0.045
C3 1.742 -0.860 -0.084  -0.730
C4 -2.154 0.818 -0.405  -0.433
Br1 1.116 1.047 2.087  0.091
Br2 -1.512 -1.882 0.788  0.144
Br3 -3.978 0.526 -0.720  0.072
Br4 1.225 1.956 -0.863  0.080
H1 1.024 -1.545 -0.688  0.249
H2 2.011 -1.313 0.816  0.239
H3 2.574 -0.698 -0.697  0.239
H4 -1.620 1.653 -0.689  0.249

Forces on the atoms, in the same order (eV/Å):
-1.9 0.8 0.0
2.9 -0.6 0.2
-3.1 -0.2 -1.3
-0.5 -2.7 1.1
0.1 -0.6 -0.2
-0.5 1.0 -0.3
-0.4 0.4 -0.2
-0.1 -0.7 -0.1
1.1 1.0 1.1
0.5 -1.1 1.3
1.4 0.4 -0.8
0.5 2.1 -0.8

As for the energy relative to the best compared isomer or geometry (same formula, charge and spin): 76.4 kcal/mol. For the HOMO-LUMO gap (alpha / beta), the calculation gives 0.2832 / 0.2932 Eh. The HOMO energy (alpha / beta) is -8.597 / -8.738 eV. Its total energy is -284378.34312 eV. The net charge is 0.

The following is a DFT calculation (wB97M-V/def2-TZVPD) of an isolated molecule of C3H2ClNO2.

Each line ends with the natural charge from an NBO analysis.
Positions of all 9 atoms, in Å:
C1 -0.866 1.042 0.496  0.358
C2 -1.297 -0.064 0.946  -0.072
C3 0.445 -0.372 -0.247  0.438
H1 -1.172 2.977 0.301  0.499
H2 -2.005 -0.568 1.724  0.237
N1 0.265 0.985 -0.225  -0.508
O1 -1.630 2.125 0.640  -0.660
O2 -0.418 -1.060 0.371  -0.396
Cl1 1.648 -1.263 -0.924  0.104

Forces on the atoms, in the same order (eV/Å):
-0.3 4.5 -0.9
-2.2 -8.0 3.1
0.4 4.3 -0.5
-0.9 -2.3 0.8
1.2 1.7 -2.0
1.4 -3.4 -1.1
1.0 3.6 -0.6
-2.2 -0.1 2.2
1.5 -0.4 -1.0

As for the energy relative to the best compared isomer or geometry (same formula, charge and spin): 37.3 kcal/mol. For the HOMO-LUMO gap, the calculation gives 0.3602 Eh. The HOMO energy is -9.035 eV. Its total energy is -21249.14805 eV. Its SMILES is Oc1coc(Cl)n1. The net charge is 0.

The following is a DFT calculation (wB97M-V/def2-TZVPD) of a structure of composition C40H41BrN7O7PbS2.

Each line ends with the Mulliken charge.
Positions of all 99 atoms, in Å:
Pb1 -0.720 -0.414 0.369  1.511
N1 -0.491 -0.315 -2.100  -0.162
C1 -0.103 -0.319 -3.179  -0.122
C2 0.354 -0.301 -4.512  0.234
C3 -0.470 0.235 -5.506  -0.322
C4 -0.014 0.295 -6.808  -0.585
C5 1.253 -0.173 -7.126  -0.358
C6 2.054 -0.734 -6.145  -0.887
C7 1.615 -0.809 -4.835  -0.203
H1 -1.455 0.582 -5.236  0.436
H2 -0.648 0.708 -7.578  0.403
H3 1.612 -0.101 -8.142  0.391
H4 3.030 -1.121 -6.399  0.431
H5 2.224 -1.276 -4.069  0.702
Br1 2.841 3.670 3.357  -0.136
C8 1.317 2.644 3.811  -0.285
C9 1.177 2.311 5.149  -0.467
C10 0.094 1.557 5.560  -0.588
C11 -0.864 1.180 4.634  -0.593
C12 -0.722 1.535 3.305  0.197
C13 0.392 2.237 2.860  0.497
C14 0.576 2.552 1.378  -0.075
O1 1.212 3.549 1.071  -0.724
O2 0.041 1.758 0.539  -0.365
H6 1.915 2.641 5.864  0.465
H7 0.001 1.271 6.599  0.370
H8 -1.723 0.605 4.943  0.434
H9 -1.485 1.264 2.592  0.347
O3 2.963 -2.302 -2.533  -0.897
C15 2.961 -1.639 -1.486  -0.026
O4 2.635 -1.989 -0.344  -0.676
C16 3.419 -0.172 -1.688  0.628
C17 4.542 0.081 -2.475  -0.638
C18 4.903 1.373 -2.786  -0.622
C19 4.112 2.428 -2.329  -0.228
C20 2.992 2.197 -1.534  -0.755
C21 2.667 0.895 -1.208  0.710
N2 4.444 3.753 -2.734  0.964
O5 5.566 3.953 -3.175  -0.642
O6 3.594 4.619 -2.657  -0.601
H10 5.108 -0.757 -2.856  0.467
H11 5.766 1.590 -3.399  0.492
H12 2.401 3.021 -1.160  0.611
H13 1.797 0.704 -0.598  -0.040
N3 -7.678 3.027 1.301  -0.626
C22 -6.644 2.529 1.241  -0.109
C23 -5.392 1.898 1.111  0.541
C24 -5.053 0.787 1.888  -0.920
C25 -3.848 0.147 1.667  0.069
C26 -2.918 0.567 0.706  -0.416
C27 -3.274 1.710 -0.020  -0.467
C28 -4.475 2.365 0.163  -0.722
H14 -5.739 0.450 2.656  0.476
H15 -3.598 -0.704 2.289  0.295
H16 -2.575 2.098 -0.748  0.626
H17 -4.718 3.245 -0.419  0.544
C29 3.483 -0.517 4.465  -1.659
C30 3.662 -0.471 2.942  1.643
C31 4.784 0.498 2.578  -1.631
C32 4.031 -1.874 2.436  -1.665
N4 2.421 0.088 2.374  0.512
N5 1.417 -0.845 1.998  0.148
H18 4.371 -0.939 4.932  0.498
H19 2.622 -1.129 4.730  0.294
H20 3.323 0.485 4.852  0.247
H21 5.700 0.243 3.103  0.468
H22 4.510 1.514 2.845  0.147
H23 4.981 0.461 1.509  0.356
H24 5.041 -2.112 2.762  0.507
H25 3.994 -1.926 1.350  0.271
H26 3.361 -2.633 2.839  0.262
H27 2.643 0.620 1.537  -0.271
H28 1.057 -1.300 2.829  -0.001
H29 1.802 -1.538 1.344  0.182
S1 -3.684 -1.804 -2.091  -0.406
C33 -4.078 -0.256 -2.470  -0.238
N6 -5.284 0.246 -1.985  0.120
C34 -5.729 1.472 -2.309  -0.302
C35 -4.974 2.253 -3.137  -1.018
C36 -3.733 1.720 -3.558  0.234
N7 -3.320 0.526 -3.255  -0.009
H30 -5.797 -0.354 -1.351  0.306
H31 -6.684 1.778 -1.904  0.505
H32 -5.297 3.232 -3.439  0.457
H33 -3.073 2.313 -4.178  0.395
O7 -1.400 -2.011 2.380  -0.440
S2 -2.293 -3.168 2.592  0.165
C37 -1.196 -4.656 2.421  -0.446
C38 -1.747 -5.498 1.289  -0.748
C39 -2.229 -4.498 0.241  -0.434
C40 -3.142 -3.550 0.995  0.218
H34 -1.160 -5.171 3.378  0.417
H35 -0.216 -4.254 2.180  0.140
H36 -2.595 -6.093 1.639  0.312
H37 -0.991 -6.180 0.899  0.390
H38 -2.754 -4.972 -0.589  0.441
H39 -1.382 -3.945 -0.172  0.072
H40 -4.080 -4.035 1.264  0.514
H41 -3.342 -2.621 0.468  -0.539

Forces on the atoms, in the same order (eV/Å):
0.1 -0.3 0.6
0.0 0.4 -1.0
-0.2 -0.1 0.9
0.4 0.0 -1.2
0.1 0.0 0.2
-0.1 0.1 -0.1
0.0 0.0 0.0
0.0 0.0 -0.1
-0.1 0.0 0.1
-0.1 0.0 0.0
0.0 0.1 -0.1
0.0 0.0 -0.1
0.1 0.0 0.0
0.1 0.0 0.2
0.2 0.1 0.4
0.0 0.2 0.1
0.0 0.1 0.0
-0.1 -0.1 0.0
-0.1 -0.1 0.1
0.2 0.0 -0.1
0.0 0.2 -0.2
0.2 0.5 0.5
-0.1 0.1 -0.2
-0.6 -0.8 -0.5
0.1 0.0 0.0
0.0 0.0 0.0
-0.1 -0.1 0.0
0.0 0.0 -0.1
0.0 -0.4 -0.4
0.3 0.8 -0.3
-0.4 -0.1 0.6
-0.2 -0.4 0.0
-0.1 0.0 0.1
0.0 0.3 0.0
-0.4 -1.4 0.4
0.2 0.4 -0.1
0.2 -0.3 0.0
0.2 1.0 -0.4
0.2 0.0 0.0
-0.1 0.1 0.1
0.0 0.0 -0.1
0.0 0.0 0.0
-0.1 0.0 0.0
0.0 0.1 0.1
-0.2 0.1 0.0
-0.7 0.4 0.1
1.1 -0.4 -0.2
-0.2 0.1 -0.1
0.3 -0.2 0.0
-0.2 0.2 0.1
0.2 -0.1 0.1
-0.1 0.2 0.2
0.0 -0.1 0.0
-0.1 0.0 0.1
0.1 0.2 -0.1
0.0 0.1 0.0
0.1 0.1 -0.3
0.3 -0.2 0.3
-0.2 -0.1 0.1
-0.1 0.3 0.0
0.1 0.0 -0.3
0.2 -0.1 0.2
0.1 -0.1 0.1
-0.1 -0.1 0.1
0.0 0.1 0.1
0.1 -0.1 0.1
0.0 0.1 0.0
0.0 0.0 -0.2
0.1 -0.1 0.1
0.0 0.0 0.0
-0.1 -0.1 0.0
0.0 -0.1 0.0
-0.1 0.1 0.0
-0.1 0.0 0.1
0.2 -0.7 0.2
-0.8 -0.5 0.5
0.3 0.3 -0.4
0.1 0.0 -0.4
0.0 -0.1 0.0
-0.6 0.2 0.1
0.5 0.3 -0.4
0.1 0.1 -0.1
0.0 0.0 0.1
-0.1 0.1 0.0
0.1 0.1 -0.1
0.6 1.0 0.1
-0.5 -1.4 -0.2
-0.5 0.1 0.2
0.0 0.0 -0.3
0.0 -0.1 -0.1
0.4 -0.1 0.4
0.1 0.0 0.1
0.1 0.2 0.0
0.0 -0.1 0.0
0.0 0.0 0.0
0.0 0.0 0.0
0.0 0.0 0.0
-0.1 0.0 0.0
-0.1 0.2 0.1

For the HOMO-LUMO gap, the calculation gives 0.2439 Eh. The HOMO energy is -5.275 eV. Its total energy is -163868.14162 eV. The net charge is -1.

The following is a DFT calculation (wB97M-V/def2-TZVPD) of an isolated molecule of C5H4F2.

Each line ends with the natural charge from an NBO analysis.
Positions of all 11 atoms, in Å:
C1 -0.437 -0.028 1.249  -0.410
C2 -0.538 -0.813 -0.830  -0.397
C3 0.525 -0.560 0.219  -0.076
C4 -0.626 0.533 -0.153  -0.079
C5 0.838 0.807 -0.283  0.695
F1 1.489 1.736 0.359  -0.275
F2 1.522 0.786 -1.733  -0.415
H1 -1.194 -0.718 1.596  0.234
H2 -0.045 0.622 2.021  0.238
H3 -0.234 -0.829 -1.867  0.255
H4 -1.301 -1.536 -0.579  0.229

Forces on the atoms, in the same order (eV/Å):
-0.1 0.1 0.7
0.0 -0.3 -0.6
-0.2 0.5 0.0
0.5 -0.1 0.0
2.2 -0.4 -4.2
-0.1 0.0 0.3
-2.2 0.2 3.8
-0.1 0.0 -0.1
0.0 0.0 -0.1
0.1 0.0 0.0
0.0 0.1 0.2

As for the energy relative to the best compared isomer or geometry (same formula, charge and spin): 71.8 kcal/mol. For the HOMO-LUMO gap, the calculation gives 0.4316 Eh. The HOMO energy is -10.802 eV. Its total energy is -10680.47316 eV. Its SMILES is FC1(F)[C@]23C[C@]12C3. The net charge is 0.